Record 1
14
Properties=species:S:1:pos:R:3:lowdin_charge:R:1 method="wB97M-V/def2-TZVPD" multiplicity=1 largest_force_ev_per_a=0.5
C 1.54 0.08 -0.14 -0.222
H -0.89 0.05 -1.87 0.070
C -1.26 0.05 -0.85 -0.072
H 0.39 -1.29 0.47 0.046
H 2.04 -0.08 -1.09 0.115
C -1.49 -1.07 -0.18 -0.097
H 0.55 0.57 1.91 0.104
H -1.91 -1.05 0.83 0.067
C 1.09 1.27 0.27 -0.220
O 1.31 -1.02 0.66 -0.054
H -1.36 -2.05 -0.64 0.066
H -1.45 1.03 -0.41 0.065
H 1.17 2.18 -0.31 0.125
O 0.45 1.43 1.46 0.006

=====

Record 2
14
Properties=species:S:1:pos:R:3:lowdin_charge:R:1 method="wB97M-V/def2-TZVPD" multiplicity=1 largest_force_ev_per_a=0.7
C 0.24 -0.07 0.03 -0.362
C -2.09 1.18 -0.60 0.082
H 2.08 1.43 -0.28 0.090
H 1.87 -0.92 1.05 0.140
O 2.60 0.64 -0.07 -0.028
H -2.41 1.37 0.45 -0.027
C 1.71 -0.42 0.08 -0.200
H -1.99 2.21 -1.00 -0.039
C -0.74 -1.16 0.26 -0.033
H -1.62 -0.87 -0.34 0.044
H 1.88 -1.21 -0.68 0.141
O -0.15 1.08 -0.20 -0.009
H -1.04 -1.14 1.31 0.111
H -0.34 -2.14 0.00 0.091

=====

Record 3
14
Properties=species:S:1:pos:R:3:lowdin_charge:R:1 method="wB97M-V/def2-TZVPD" multiplicity=1 largest_force_ev_per_a=1.3
H -0.19 -1.28 -2.63 0.023
C -0.14 -0.31 -2.13 -0.067
O 0.22 2.44 0.04 0.024
H 0.04 0.47 -2.87 0.022
C -0.84 2.07 -0.18 0.041
H 1.59 1.11 1.14 0.073
H 0.05 -2.01 0.86 0.067
H -0.20 0.66 2.39 0.112
H -1.08 -0.10 -1.63 -0.008
O 1.43 0.15 1.16 -0.039
C 0.21 -0.11 1.72 -0.321
C -0.42 -1.26 1.50 0.009
H 0.67 -0.33 -1.40 0.008
H -1.34 -1.49 2.03 0.054

=====

Record 4
14
Properties=species:S:1:pos:R:3:lowdin_charge:R:1 method="wB97M-V/def2-TZVPD" multiplicity=1 largest_force_ev_per_a=1.4
H -0.40 0.05 -1.75 0.114
H 0.51 -1.56 -0.51 0.045
H 1.87 0.81 0.21 0.076
H 1.62 1.88 -1.18 0.072
H -2.52 0.26 0.95 0.084
C -0.36 -1.39 1.93 -0.010
H 2.07 0.19 -1.43 0.069
H 0.64 -2.09 0.00 0.050
H -0.49 1.15 1.10 0.121
C 1.47 0.86 -0.81 -0.120
O -1.44 -1.71 2.09 0.045
C -0.83 0.69 0.17 -0.301
O -2.15 0.39 0.07 -0.017
C 0.01 0.48 -0.84 -0.228

=====

Record 5
14
Properties=species:S:1:pos:R:3:lowdin_charge:R:1 method="wB97M-V/def2-TZVPD" multiplicity=1 largest_force_ev_per_a=0.4 smiles=COC1COC1
O -2.06 -0.48 0.16 -0.103
C 1.97 -0.08 0.45 -0.103
H -1.51 1.31 1.15 0.126
H 1.83 -1.13 0.73 0.084
C -0.83 -0.99 -0.38 -0.128
H -0.98 -1.42 -1.38 0.122
H -0.35 -1.73 0.27 0.118
H -2.14 1.51 -0.52 0.120
H 2.35 -0.04 -0.58 0.093
C -1.56 0.86 0.15 -0.119
H 0.13 0.79 -1.34 0.150
O 0.79 0.66 0.62 -0.147
C -0.19 0.41 -0.36 -0.305
H 2.72 0.36 1.12 0.091

=====

Record 6
14
Properties=species:S:1:pos:R:3:lowdin_charge:R:1 method="wB97M-V/def2-TZVPD" multiplicity=1 largest_force_ev_per_a=0.3
H -2.39 -0.38 -1.06 0.058
H -2.08 -0.01 1.42 0.113
H 2.48 -0.24 0.34 0.101
C -1.52 0.23 -0.78 -0.144
O -0.39 -0.75 -0.79 0.021
H -1.69 1.65 0.90 0.111
C -1.50 0.59 0.70 -0.152
C 1.75 -1.05 0.31 0.048
H 1.83 -1.61 1.24 0.100
H 0.25 1.62 -1.49 0.029
H 1.96 -1.70 -0.54 0.099
C 0.38 -0.49 0.17 -0.477
O -0.08 0.36 1.05 0.035
H 0.99 1.78 -1.48 0.058

=====

Record 7
14
Properties=species:S:1:pos:R:3:lowdin_charge:R:1 method="wB97M-V/def2-TZVPD" multiplicity=1 largest_force_ev_per_a=3.5 smiles="C=CO.CC=O"
H 2.09 -0.97 1.05 0.110
C -1.05 0.91 -0.09 -0.359
C 1.48 0.53 -0.81 -0.009
C -1.66 -0.26 0.76 -0.045
H -0.59 1.64 0.59 0.112
C 1.14 -0.75 -0.59 -0.292
O -1.53 1.23 -1.16 0.014
H -2.31 -0.91 0.17 0.079
H -0.88 -0.86 1.21 0.049
O 1.52 -1.49 0.47 0.008
H 2.17 1.04 -0.15 0.069
H -2.20 0.20 1.58 0.071
H 0.46 -1.27 -1.23 0.125
H 1.38 0.96 -1.79 0.069

=====

Record 8
14
Properties=species:S:1:pos:R:3:lowdin_charge:R:1 method="wB97M-V/def2-TZVPD" multiplicity=1 largest_force_ev_per_a=0.5
C 2.12 -0.81 0.44 -0.163
H -2.26 1.20 0.94 0.077
C -1.36 0.57 0.92 -0.102
H 2.02 -1.30 -0.55 0.081
H -1.70 -0.47 0.88 0.065
H -1.40 -1.27 -0.95 0.088
H 1.32 -1.05 1.17 0.082
H 0.44 0.53 -2.11 0.122
H 0.05 1.89 -0.17 0.104
C -0.23 0.20 -1.32 -0.250
C -0.46 0.93 -0.23 -0.174
O 3.05 -0.10 0.72 -0.008
H -0.85 0.71 1.87 0.075
O -0.74 -1.03 -1.61 0.002

=====

Record 9
15
Properties=species:S:1:pos:R:3:lowdin_charge:R:1 method="wB97M-V/def2-TZVPD" multiplicity=1 largest_force_ev_per_a=6.0
H -1.15 -1.60 2.03 0.068
S 1.75 0.21 -1.10 0.915
H -0.39 -1.85 -0.01 0.159
H -0.87 0.18 2.19 0.068
H 0.97 0.67 1.22 0.117
C 1.11 -0.26 0.54 -0.406
H 1.88 -0.96 0.88 0.078
C -1.06 -0.66 1.59 -0.049
H 0.31 2.02 -0.77 0.086
C -0.30 -0.73 0.28 -0.613
C 0.32 1.26 -1.47 -0.537
H -2.02 -0.59 1.27 0.042
H 0.29 0.79 -3.27 0.186
O 0.07 1.58 -2.65 0.049
O -0.91 -0.07 -0.74 -0.163

=====

Relative energy (zero: lowest compared OMol25 entry of this formula, charge and spin)
In order: 61.24; 116.37; 45.28; 67.79; 57.40; 108.40; 57.13; 51.58; 77.91
Unit: kcal/mol
HOMO-LUMO gap
In order: 9.73; 8.90; 10.08; 9.64; 10.83; 7.61; 10.01; 9.71; 9.37
Unit: eV